Molecular formula: C4H6O2
Method: DFT, wB97M-V/def2-TZVPD

The geometry in ORCA input format:
```
! RIJCOSX wB97M-V def2-TZVPD def2/J DEFGRID3
* xyz 0 1
O 0.55 2.08 -0.67
C 0.98 0.85 -0.77
C -1.26 -1.40 0.13
C -1.59 -0.35 0.88
C 1.89 0.15 -0.01
O 2.90 0.63 -0.57
H 0.26 2.31 -1.57
H -1.56 -2.41 0.40
H -0.68 -1.28 -0.78
H -2.18 -0.46 1.79
H -1.30 0.66 0.60
H 1.83 -0.73 0.67
*
```

Values from the calculation:
LUMO energy ... 0.4 eV
Highest occupied orbital energy ... -8.65 eV
Frontier orbital gap ... 0.33174 hartree
Energy ... -306.3134 Ha
Molecular weight ... 86.09 g/mol

Atom charges from the natural (NBO) analysis, given in e for atoms 1 to 8:
1 O -0.616
2 C 0.241
3 C -0.396
4 C -0.396
5 C 0.219
6 O -0.524
7 H 0.507
8 H 0.196

Molecular formula: C58H67AlAsN4OS
Method: DFT, wB97M-V/def2-TZVPD

The geometry in ORCA input format:
```
! RIJCOSX wB97M-V def2-TZVPD def2/J DEFGRID3
* xyz 1 1
Al 0.25 0.54 1.05
C 2.84 -3.30 3.07
C 2.91 -1.82 2.66
C 3.74 -1.04 3.69
C 3.52 -1.59 1.29
C 4.61 -2.37 0.90
C 5.29 -2.10 -0.28
C 4.89 -1.04 -1.07
C 3.81 -0.24 -0.72
C 3.45 0.93 -1.62
C 3.17 0.46 -3.05
C 4.56 1.99 -1.62
C 3.12 -0.51 0.47
N 2.06 0.36 0.89
C 2.50 1.68 1.23
C 1.60 2.68 1.32
N 0.24 2.35 1.13
C -0.65 3.37 0.69
C -0.63 3.79 -0.65
C -1.50 4.80 -1.06
C -2.40 5.37 -0.17
C -2.45 4.93 1.15
C -1.58 3.93 1.59
C -1.61 3.49 3.05
C -3.03 3.38 3.61
C -0.76 4.43 3.91
C 0.28 3.13 -1.67
C 1.29 4.12 -2.25
C -0.54 2.46 -2.78
H 2.22 -3.41 3.97
H 3.83 -3.69 3.31
H 2.41 -3.91 2.28
H 1.90 -1.43 2.64
H 4.75 -1.46 3.74
H 3.30 -1.11 4.70
H 3.84 0.01 3.42
H 4.95 -3.18 1.53
H 6.14 -2.71 -0.57
H 5.44 -0.82 -1.99
H 2.54 1.39 -1.24
H 4.07 0.08 -3.54
H 2.79 1.29 -3.66
H 2.42 -0.34 -3.06
H 5.48 1.59 -2.04
H 4.77 2.34 -0.61
H 4.26 2.85 -2.23
H 3.56 1.84 1.40
H 1.89 3.70 1.55
H -1.48 5.15 -2.08
H -3.07 6.15 -0.50
H -3.16 5.37 1.83
H -1.16 2.50 3.09
H -3.51 4.35 3.72
H -3.00 2.93 4.61
H -3.68 2.76 2.98
H -1.16 5.45 3.85
H 0.27 4.46 3.55
H -0.77 4.12 4.95
H 0.83 2.34 -1.16
H 0.78 4.89 -2.84
H 1.99 3.60 -2.91
H 1.86 4.60 -1.46
H -1.15 3.19 -3.33
H -1.22 1.71 -2.36
H 0.12 1.97 -3.50
C -1.40 -0.54 4.69
C -0.04 -0.03 5.19
C 0.59 0.61 3.95
O -0.14 0.01 2.81
C -1.05 -1.03 3.31
H -2.11 0.29 4.62
H -1.82 -1.32 5.31
H 0.57 -0.87 5.53
H -0.12 0.69 6.00
H 1.64 0.39 3.83
H 0.45 1.68 3.89
H -0.51 -1.98 3.34
H -1.88 -1.11 2.61
S -5.41 0.75 -2.11
C -3.89 0.59 -1.24
C -3.56 1.24 -0.12
C -2.32 0.98 0.54
N -1.41 0.14 0.17
C -1.67 -0.72 -0.99
C -3.01 -0.49 -1.77
C -5.61 2.52 -2.23
C -5.84 3.35 -1.14
C -5.97 4.71 -1.38
N -5.90 5.26 -2.60
C -5.72 4.44 -3.63
C -5.56 3.07 -3.51
H -4.21 1.99 0.31
H -2.10 1.55 1.44
H -0.79 -0.70 -1.63
H -2.86 -0.37 -2.84
H -5.94 2.96 -0.14
H -6.14 5.40 -0.56
H -5.68 4.91 -4.61
H -5.41 2.44 -4.38
C 0.26 -7.64 0.81
C -0.29 -6.60 1.55
C -0.10 -5.29 1.13
C 0.60 -5.01 -0.03
C 1.15 -6.05 -0.77
C 0.98 -7.36 -0.34
As 0.61 -3.12 -0.58
C 1.65 -3.19 -2.23
C 1.16 -2.66 -3.43
C 1.97 -2.62 -4.56
C 3.27 -3.11 -4.51
C 3.76 -3.63 -3.32
C 2.96 -3.66 -2.19
C -1.21 -3.17 -1.32
C -1.62 -3.92 -2.33
C -2.98 -3.81 -2.90
C -3.83 -2.88 -2.49
C -3.49 -1.93 -1.38
C -2.12 -2.17 -0.67
H 0.13 -8.67 1.13
H -0.85 -6.81 2.45
H -0.52 -4.48 1.72
H 1.69 -5.85 -1.68
H 1.41 -8.17 -0.92
H 0.15 -2.29 -3.49
H 1.59 -2.20 -5.48
H 3.90 -3.08 -5.39
H 4.77 -4.01 -3.27
H 3.36 -4.03 -1.25
H -0.93 -4.63 -2.79
H -3.25 -4.49 -3.69
H -4.82 -2.78 -2.94
H -4.32 -1.88 -0.67
H -2.19 -2.37 0.41
*
```

Values from the calculation:
LUMO energy ... -3.6 eV
Highest occupied orbital energy ... -9.28 eV
Frontier orbital gap ... 0.21017 hartree
Energy ... -5420.8569 Ha
Molecular weight ... 970.17 g/mol

Atom charges from the Löwdin analysis, given in e for atoms 1 to 8:
1 Al 0.217
2 C -0.061
3 C -0.375
4 C -0.053
5 C -0.154
6 C -0.042
7 C -0.078
8 C -0.040

Molecular formula: C18H27N3O2
Method: DFT, wB97M-V/def2-TZVPD

The geometry in ORCA input format:
```
! RIJCOSX wB97M-V def2-TZVPD def2/J DEFGRID3
* xyz 0 1
O -1.20 -2.55 0.49
C -1.72 -1.55 0.05
N -1.01 -0.62 -0.65
C 0.40 -0.76 -0.87
C 1.27 -0.07 0.22
C 1.11 1.44 0.13
C 2.07 2.29 -0.40
C 1.80 3.64 -0.48
C 0.58 4.11 -0.03
N -0.33 3.32 0.51
C -0.06 2.03 0.60
N 2.67 -0.46 0.19
C 3.25 -0.76 -1.11
C 4.77 -0.82 -0.94
O 5.14 -1.82 -0.03
C 4.54 -1.60 1.22
C 3.01 -1.52 1.11
C -3.20 -1.26 0.19
C -3.90 -1.18 -1.17
C -5.40 -0.98 -0.98
C -5.68 0.28 -0.17
C -4.98 0.21 1.18
C -3.47 0.02 1.00
H -1.45 0.24 -0.93
H 0.61 -1.83 -0.84
H 0.64 -0.36 -1.86
H 0.86 -0.38 1.18
H 3.02 1.90 -0.72
H 2.54 4.33 -0.88
H 0.31 5.16 -0.09
H -0.82 1.43 1.09
H 2.99 0.01 -1.83
H 2.91 -1.74 -1.49
H 5.25 -1.07 -1.89
H 5.14 0.16 -0.59
H 4.84 -2.43 1.86
H 4.91 -0.66 1.65
H 2.60 -1.30 2.10
H 2.62 -2.50 0.78
H -3.62 -2.11 0.74
H -3.49 -0.34 -1.75
H -3.71 -2.09 -1.73
H -5.88 -0.91 -1.96
H -5.81 -1.85 -0.47
H -6.75 0.40 -0.03
H -5.31 1.15 -0.72
H -5.16 1.12 1.75
H -5.38 -0.63 1.76
H -3.07 0.89 0.47
H -2.98 -0.05 1.97
*
```

Values from the calculation:
LUMO energy ... 0.7 eV
Structure (SMILES) ... O=C(NC[C@H](c1cccnc1)N1CCOCC1)C1CCCCC1
Highest occupied orbital energy ... -8.64 eV
Frontier orbital gap ... 0.34409 hartree
Energy ... -1016.8504 Ha
Molecular weight ... 317.43 g/mol

Atom charges from the natural (NBO) analysis, given in e for atoms 1 to 8:
1 O -0.629
2 C 0.698
3 N -0.632
4 C -0.238
5 C -0.055
6 C -0.063
7 C -0.166
8 C -0.251

Molecular formula: C4H12
Method: DFT, wB97M-V/def2-TZVPD

The geometry in ORCA input format:
```
! RIJCOSX wB97M-V def2-TZVPD def2/J DEFGRID3
* xyz -1 2
C 0.60 -0.09 1.72
C 0.94 1.30 1.41
H 0.22 -0.72 0.99
H 1.55 -0.74 2.07
H 0.18 0.14 2.57
H 0.07 1.85 0.92
H 1.81 1.45 0.74
H 1.25 1.90 2.29
C -0.49 0.09 -1.44
C -1.12 -1.36 -1.83
H -0.76 0.25 -0.44
H 0.49 0.16 -1.31
H -0.92 0.84 -2.00
H -1.81 -1.37 -2.73
H -0.28 -2.05 -1.91
H -1.74 -1.66 -1.05
*
```

Values from the calculation:
<S²> ... 0.75
LUMO energy (spin up / spin down) ... 4.2 / 4.5 eV
Highest occupied orbital energy (spin up / spin down) ... 1.57 / -7.15 eV
Frontier orbital gap (spin up / spin down) ... 0.09734 / 0.42699 hartree
Energy ... -159.4561 Ha
Molecular weight ... 60.14 g/mol

Atom charges from the natural (NBO) analysis, given in e for atoms 1 to 8:
1 C -0.989
2 C -0.814
3 H 0.203
4 H 0.146
5 H 0.205
6 H 0.185
7 H 0.179
8 H 0.190

Molecular formula: C4H9N2O2
Method: DFT, wB97M-V/def2-TZVPD

The geometry in ORCA input format:
```
! RIJCOSX wB97M-V def2-TZVPD def2/J DEFGRID3
* xyz -1 1
N -2.20 -0.93 -1.71
C -1.22 -0.94 -0.53
C 0.15 -0.42 -0.80
C 0.68 0.84 -0.01
N 0.71 0.87 1.45
C 1.89 0.43 2.12
O 2.75 0.02 1.32
O 1.73 0.33 3.34
H -1.86 -0.69 -2.61
H -2.97 -0.29 -1.56
H -1.05 -1.96 -0.16
H -1.50 -0.52 0.45
H 0.03 0.17 -1.85
H 0.81 -1.26 -0.59
H 1.70 0.90 -0.35
H 0.28 1.85 -0.33
H 0.09 1.59 1.82
*
```

Values from the calculation:
LUMO energy ... 3.8 eV
Structure (SMILES) ... NCCCNC(=O)[O-]
Highest occupied orbital energy ... -4.02 eV
Frontier orbital gap ... 0.28589 hartree
Energy ... -417.8175 Ha
Molecular weight ... 117.13 g/mol

Atom charges from the natural (NBO) analysis, given in e for atoms 1 to 8:
1 N -0.865
2 C -0.252
3 C -0.425
4 C -0.224
5 N -0.729
6 C 0.860
7 O -0.802
8 O -0.791

Molecular formula: C7H10O4S
Method: DFT, wB97M-V/def2-TZVPD

The geometry in ORCA input format:
```
! RIJCOSX wB97M-V def2-TZVPD def2/J DEFGRID3
* xyz 0 1
C -1.27 2.43 -0.45
C -1.56 1.40 0.08
C -1.91 0.12 0.70
C -0.96 -1.06 0.40
C -0.29 -1.02 -0.98
C 1.19 -0.63 -0.96
O 1.62 -0.18 -2.23
C 1.55 0.41 0.11
S 1.07 -0.10 1.74
O 2.17 -0.74 2.37
O 0.38 0.97 2.39
O 0.03 -1.26 1.43
H -1.01 3.34 -0.92
H -1.99 0.23 1.78
H -2.90 -0.17 0.32
H -1.56 -1.96 0.48
H -0.84 -0.33 -1.63
H -0.36 -2.00 -1.45
H 1.79 -1.52 -0.75
H 1.03 0.52 -2.52
H 2.63 0.51 0.16
H 1.10 1.38 -0.10
*
```

Values from the calculation:
LUMO energy ... 0.6 eV
Structure (SMILES) ... C#CC[C@H]1C[C@@H](O)CS(=O)(=O)O1
Highest occupied orbital energy ... -10.53 eV
Frontier orbital gap ... 0.40788 hartree
Energy ... -971.7958 Ha
Molecular weight ... 190.22 g/mol

Atom charges from the natural (NBO) analysis, given in e for atoms 1 to 8:
1 C -0.265
2 C 0.016
3 C -0.531
4 C 0.110
5 C -0.464
6 C 0.106
7 O -0.696
8 C -0.732

Q: Which formula does entry 5 have?
A: C4H9N2O2